No. 1
ORCA calculation (ωB97M-V/def2-TZVPD) on a 10-piece molecular cluster, C27H58N10O7 overall.

Element x y z (Å)
H  0.82039  1.63684  2.50136
O  3.11681  -0.31707  -0.54255
H  1.25724  1.32152  5.54517
H  1.35026  -1.72811  0.23769
C  0.30553  6.14502  -0.93045
H  1.38885  -1.48976  -5.17627
H  4.91975  -3.10478  1.29589
C  -0.93870  -6.46449  -0.62810
O  -2.40092  -3.21831  -1.48302
H  3.96769  2.40050  -2.46472
H  -3.06362  3.05932  -1.90280
H  1.22337  -0.02751  -3.29856
H  0.78776  1.64144  -3.47485
H  -0.14564  -1.85093  4.36322
H  -6.00983  0.73000  -0.26574
N  -0.31407  1.23100  4.11018
C  2.07577  5.86819  0.69913
H  -1.93278  1.33315  5.27602
H  -0.48553  -3.88022  -2.74387
H  -0.73970  1.91815  -5.91861
H  -5.98133  -0.76562  0.63473
N  0.67224  0.51930  -5.20550
H  -0.76890  -7.22065  -1.39774
C  0.03071  -0.13232  -0.44672
H  5.32548  2.27420  1.12047
C  -2.32942  4.63961  -3.10689
H  5.50734  3.17162  -0.45318
O  2.65127  5.25647  1.60281
C  -2.30271  3.23631  -2.67069
H  -0.52663  4.08379  0.70524
N  2.72595  -5.16767  0.41265
H  -0.16332  2.42059  5.88683
O  1.34861  -2.63745  3.33233
H  0.07389  -0.02414  2.44036
C  0.16336  -2.61746  3.64698
H  0.81465  -4.60657  -1.71779
H  -0.00656  -5.51807  -2.97712
H  -3.69121  -1.38246  1.60433
H  -2.90452  -3.42686  2.95440
C  -0.16913  -4.75834  -2.20628
H  -0.16087  -6.40722  0.13892
H  -2.44395  -4.21864  4.45533
H  2.43889  1.65112  -1.84322
N  3.91342  1.77563  -0.40720
N  -0.19957  0.95635  -0.58735
C  -1.55957  0.80326  4.39545
C  -0.54224  -4.58330  2.42165
H  -2.40646  -0.21768  1.16312
C  3.84251  -2.94599  1.29980
H  0.54066  5.82151  -1.94191
C  3.79566  0.52547  0.01996
H  -2.86014  1.74491  1.07979
C  -5.43673  -0.16977  -0.08083
H  0.60514  7.15762  -0.69746
C  -3.22262  -0.79874  0.80364
O  -4.62268  2.51710  0.47320
H  -0.91953  -4.47542  1.40180
O  1.03157  -0.76610  -7.05087
C  0.40001  -1.60962  -0.27098
H  0.59955  1.54219  -6.98325
H  2.86142  3.29800  -1.38330
C  0.47865  1.98920  5.13892
N  -4.16142  0.25098  0.48227
H  -0.92971  -5.53781  2.78178
H  0.34482  -2.10605  -1.24156
H  0.54221  -4.68035  2.35022
C  0.49400  0.64016  -3.74419
C  -2.18693  -3.38306  3.78728
C  0.33657  1.73164  -5.97466
C  -2.22304  -4.34446  -1.00740
H  4.31160  3.64008  0.73152
N  -1.18916  -5.15230  -1.26242
H  3.36546  -2.68130  2.23633
N  -2.43780  5.74184  -3.40228
H  2.32727  6.90116  0.37944
H  3.71673  -2.13140  0.58619
C  4.81835  2.78027  0.29187
H  0.95898  2.83451  4.63487
H  -0.48350  0.32620  -3.43837
C  -3.87145  1.54627  0.67841
H  1.14487  3.59774  1.14888
H  -2.39248  2.51223  -3.48376
H  -5.18743  -0.66352  -1.02316
H  4.36663  0.22409  0.94094
H  0.39970  3.38546  -0.49801
H  -0.74360  5.96651  -0.73260
C  3.25225  2.32650  -1.63266
H  -0.31748  -2.11894  0.38350
N  -0.84576  -3.45610  3.29171
C  0.50748  4.00652  0.37115
H  -3.00086  -4.76696  -0.34913
H  -1.35196  3.05627  -2.15289
C  3.23077  -4.22665  0.84161
H  1.36880  0.28973  3.47547
H  -2.38305  -2.47706  4.34543
O  -2.20349  0.03519  3.69352
N  1.05243  5.32081  0.05418
H  0.92022  2.51421  -5.53352
H  -3.01124  -1.40254  -0.10335
H  -1.82531  -6.72255  -0.06897
C  0.48558  0.76278  3.06210
C  1.01543  -0.67823  -5.80330

Cartesian forces (eV/Å) of the 3 atoms listed first:
0.026 -0.274 -0.517
-0.294 -0.511 -0.232
-0.373 0.345 0.083

E_LUMO in eV: 0.41
Orbital gap in eV: 9.37
HOMO level in eV: -8.97
2S+1: 1
SMILES: CN(C)C=O.CN(C)C=O.CN(C)C=O.CN(C)C=O.CN(C)C=O.CN(C)C=O.CN(C)C=O.CC#N.CC#N.CC#N

These are the Mulliken partial charges, in e, on atoms 1 to 4: H -0.4253; O -0.7682; H 0.3082; H -0.0336



No. 2
ORCA calculation (ωB97M-V/def2-TZVPD) on C36H56BrNO3PS2SbSi4Ti as an isolated structure.

Element x y z (Å)
H  1.14395  -1.86640  -4.84063
H  -0.13828  5.97336  1.46494
H  0.31761  6.23164  -2.13791
H  1.27978  -3.84871  3.05185
H  1.19682  5.23249  0.56156
H  -4.65941  0.83311  -1.42494
H  -6.07805  -1.63652  1.64180
C  0.21741  -4.61800  0.53043
H  -1.35499  6.03438  -2.67614
C  0.48574  -5.92028  0.13766
O  4.71595  2.89444  3.69927
C  -3.41117  2.82717  -3.65865
H  1.88461  0.91551  -4.11653
H  -1.32515  0.09484  -3.98021
Sb  -0.36639  2.49001  -1.51719
H  -3.43883  4.69532  -0.88461
H  -4.64903  -2.97583  5.44812
Si  -1.16137  -2.52109  1.85932
C  -1.37532  -6.69156  1.44511
O  2.60345  -1.60025  -0.39096
H  3.17343  4.35295  -3.77665
C  -2.19583  0.02328  -3.32519
H  5.38942  2.36883  4.14349
H  0.13332  5.42129  -4.31778
C  0.89959  -2.06821  -2.70947
H  -0.11330  -7.97953  0.27967
H  -0.98006  7.11989  -1.33143
C  -3.16807  -2.74359  3.91068
H  -3.05353  -0.31442  -3.91441
H  0.48383  4.35533  -5.68412
H  2.57178  -2.48081  -4.00776
H  0.82670  -3.80227  0.15003
H  1.31273  -6.12600  -0.53271
H  2.79979  -3.25300  4.88809
C  3.86413  -3.55648  -1.05136
C  -5.26328  -1.95781  2.27955
N  2.09935  0.43780  1.80142
C  1.92834  1.76503  1.68855
C  0.03900  -2.10393  3.25857
O  1.32754  -0.73276  -2.45194
Si  -0.97316  4.78665  -0.54387
C  0.72590  -0.58049  5.02067
H  2.06393  2.05175  -5.46972
H  3.09681  3.38555  -2.29175
H  -2.35330  -3.03861  4.56381
H  2.26508  4.95295  -2.38018
C  3.97561  0.66781  3.17500
S  -0.88042  -1.38791  0.12796
C  0.17074  5.08367  0.90783
C  1.78529  -1.41724  5.34900
C  -3.96849  -2.00003  1.78221
C  -0.31473  -6.96214  0.59314
H  -0.19086  -2.07661  -2.74277
C  3.91769  -2.13426  -0.52929
H  3.10224  -1.20755  2.55571
H  4.51091  -1.49208  -1.18178
H  0.48548  1.32581  -5.13018
H  0.57341  0.34711  5.55913
Si  1.00536  3.18410  -3.58292
H  -4.01344  2.20327  -0.49784
H  4.76728  0.22435  3.76754
H  -4.36794  2.39810  -3.97305
H  -3.61456  3.79292  -3.19020
C  -2.89801  -2.39884  2.58472
C  -5.51323  -2.31583  3.59759
C  -0.84787  -4.32450  1.38863
S  3.61978  0.88884  -1.66015
C  1.11312  -2.92779  3.60019
C  -3.74432  1.29612  -1.04042
C  -0.71747  6.16578  -1.79986
H  -2.47109  -5.18423  2.50134
H  -3.77510  -1.69890  0.75850
C  -4.46234  -2.70758  4.41498
C  3.84239  2.05987  3.07126
H  -6.52265  -2.27864  3.98945
P  2.06408  -0.19625  -1.07862
H  -1.97923  -0.73096  -2.56453
C  2.81436  2.61779  2.33537
H  1.19872  -2.72574  -1.89439
C  1.97601  -2.59398  4.63843
H  -0.96063  -0.25969  3.74828
C  0.05563  4.39568  -4.67782
C  -1.63511  -5.38302  1.83947
Ti  0.40599  0.69878  0.69699
H  0.15146  4.22745  1.58327
H  -1.00310  4.15111  -4.75920
C  -0.14135  -0.92754  3.99416
H  4.37985  -2.11621  0.46297
H  3.22074  -4.17856  -0.42487
H  -3.27788  0.61411  -0.32642
C  2.53227  4.05404  -2.94146
H  -2.81608  3.00223  -4.55493
C  1.39667  1.71641  -4.66865
H  -2.98211  5.88650  0.33983
Si  -2.58113  1.63849  -2.45973
H  4.86642  -3.99134  -1.04859
C  -2.77479  4.87959  -0.03662
C  3.06991  -0.12635  2.51838
H  -3.00229  4.15632  0.74533
Br  -1.63594  1.84198  1.86932
H  3.48166  -3.58695  -2.07207
C  1.48127  -2.51925  -4.03388
H  2.71902  3.69418  2.27519
H  2.46170  -1.14997  6.15238
H  1.16766  -3.54186  -4.25889
H  -2.00809  -7.49767  1.79709

Cartesian forces (eV/Å) of the 3 atoms listed first:
-0.001 0.003 0.002
0.011 0.014 -0.020
-0.004 0.005 0.000

E_LUMO (spin up / spin down) in eV: 2.30 / 2.30
Orbital gap (spin up / spin down) in eV: 6.87 / 7.05
<S²>: 0.756
HOMO level (spin up / spin down) in eV: -4.57 / -4.75
Total charge: -1
2S+1: 2

These are the Mulliken partial charges, in e, on atoms 1 to 4: H 0.3926; H 0.4820; H 0.2708; H 0.3987



No. 3
ORCA calculation (ωB97M-V/def2-TZVPD) on one molecule with the formula C5H10O.

Element x y z (Å)
H  1.51186  -0.12913  2.66520
C  1.05469  -0.42008  0.49422
H  0.24767  -2.02425  -0.70312
H  2.05999  -0.79338  0.31324
H  -2.03299  -0.31421  -2.52479
H  -0.26996  -0.17504  2.27326
H  -0.97137  -1.07992  0.16315
C  -0.02502  -1.00571  -0.39407
C  -1.48810  0.29307  -1.78678
H  1.84628  1.63006  0.85993
C  0.94047  1.03124  0.84899
H  0.06498  1.55655  0.47564
H  -1.39324  1.31264  -2.17834
O  -0.19789  -0.20868  -1.55035
H  -2.08891  0.33577  -0.86563
C  0.74153  -0.00893  1.90945

Cartesian forces (eV/Å) of the 3 atoms listed first:
-0.108 -0.007 -0.128
0.073 -0.097 -0.122
-0.041 0.142 0.061

E_LUMO in eV: 1.18
Orbital gap in eV: 10.77
HOMO level in eV: -9.59
2S+1: 1
SMILES: COCC1CC1

These are the Mulliken partial charges, in e, on atoms 1 to 4: H 0.2590; C 0.2094; H 0.3514; H 0.3555



No. 4
ORCA calculation (ωB97M-V/def2-TZVPD) on C40H47N3O4PtSe as an isolated structure.

Element x y z (Å)
H  2.81980  -0.39111  4.95605
H  -4.54884  -1.44993  5.35018
C  -3.07219  3.62859  -3.34272
H  6.39475  1.27645  -0.48597
H  -2.54224  -2.92489  5.86200
C  -1.77797  -0.91331  2.41200
H  -2.41052  3.40931  -6.69208
H  6.36366  0.58347  4.71752
C  -1.19689  2.43696  -5.15982
H  1.69578  0.82464  3.37281
C  -2.37731  -2.37609  0.09705
H  4.56877  2.06807  5.53402
H  -4.97691  -3.44483  3.13203
H  6.54306  0.31206  -1.95559
H  4.82434  1.67916  -3.00111
C  4.38510  0.67917  3.87305
C  -1.49577  -3.79290  -1.78301
H  -1.53879  -0.31231  3.28405
C  -2.62108  -1.99945  2.52413
H  3.00407  2.14714  4.71807
H  1.46942  0.53379  -6.02336
C  0.84213  0.98781  -4.02250
H  -1.02495  -4.48459  -1.08021
C  4.34188  0.52266  1.30547
Pt  -0.15869  1.42599  -1.21555
H  -1.48058  -3.45992  4.54727
H  4.07673  -1.43427  4.28730
H  -3.50080  -0.29405  4.51986
H  -4.33711  -1.80354  -1.74468
H  4.42949  2.85151  3.95022
H  4.40791  -0.45369  5.72508
H  1.63457  0.45013  -3.51523
C  -3.23364  -2.36436  3.87731
C  5.90248  0.55989  3.72829
H  4.53600  2.60168  -1.51771
C  -0.26300  1.79232  -5.99002
C  -3.95763  4.12015  -2.36060
H  3.05916  -0.84255  -2.22803
C  -3.76160  3.77301  -1.04978
O  -0.93267  -0.94450  -1.15030
H  3.18716  1.79503  -2.32376
H  -4.50425  -3.85116  4.78308
C  -2.27554  3.24278  -5.63230
C  -1.05201  2.28664  -3.78915
O  -4.92581  5.29693  -4.68169
H  -3.31792  -5.02082  -0.13988
N  -1.84087  2.48607  -1.57432
C  -3.42731  -2.23392  -2.17192
Se  -0.24272  1.08123  1.15899
C  0.74388  1.05799  -5.41858
H  -4.43465  4.13335  -0.28496
C  2.31095  0.60015  0.02644
H  -4.89439  -0.97808  3.67692
C  -2.01945  2.82473  -2.88471
C  3.66957  0.62485  2.52412
C  -2.11823  -2.64441  4.89400
C  1.64189  0.70264  1.24739
H  5.41877  0.45673  1.32561
C  4.24333  1.70904  -2.07457
H  6.30752  -0.49344  -0.40525
C  -2.89905  -2.69364  1.33730
H  4.66223  -0.82521  -2.99592
H  -0.35710  1.87385  -7.06560
H  -3.70292  -2.79169  -3.07220
C  4.51965  0.44590  -1.24324
H  4.40277  -1.70992  -1.48561
C  6.02864  0.38206  -0.99498
N  -0.02361  1.60230  -3.24054
C  4.07599  2.01754  4.55982
H  -1.76649  -4.35359  -2.68298
C  -1.21674  -0.56903  1.18530
C  -3.73233  -4.30788  -0.85618
C  3.89080  -0.46929  4.76248
H  -3.57348  -3.53521  1.39566
H  -1.48691  -1.76697  5.04489
H  6.18962  -0.37835  3.24896
C  -1.46513  -1.26938  -0.03579
H  -4.77933  4.75545  -2.63832
H  -2.75092  -1.42658  -2.44878
N  -4.17082  4.68589  -5.41003
H  -2.54597  2.63937  0.34122
C  -2.70044  2.94602  -0.68339
O  -4.18664  4.74613  -6.61876
C  -4.12058  -3.60722  3.79002
C  -4.09502  -1.20008  4.38704
C  -2.75262  -3.17068  -1.15675
C  -3.13687  3.82790  -4.77935
H  -3.56399  -4.47277  3.42471
H  -3.94131  -4.85044  -1.78067
C  2.28696  0.72820  2.46871
C  4.13054  -0.80951  -2.04000
O  1.64346  0.56359  -1.12433
H  -0.77535  -3.02177  -2.04649
C  3.71869  0.50961  0.06108
H  -4.68245  -3.93516  -0.46568
H  6.31681  1.38658  3.14744

Cartesian forces (eV/Å) of the 3 atoms listed first:
0.005 -0.015 -0.007
0.008 0.007 -0.003
-0.076 0.004 0.027

E_LUMO in eV: -1.91
Orbital gap in eV: 4.59
HOMO level in eV: -6.50
2S+1: 1

These are the Mulliken partial charges, in e, on atoms 1 to 4: H 0.3249; H 0.4552; C 0.6134; H 0.4194



Result set for energy above the lowest of the compared OMol25 structures with the same formula, charge and spin: 0.000; 0.000; 1.755; 0.000 eV, one per record in the order listed.
Result set for electronic energy: -58172.0517; -208050.3726; -7393.0106; -123495.1541 eV, one per record in the order listed.
Result set for strongest force on any atom: 5.83; 0.45; 0.33; 0.40 eV/A, one per record in the order listed.